Record 1
Entry from the Open Molecules 2025 dataset: 10 unconnected molecules or ions with the total composition C22H68N16O10 (wB97M-V/def2-TZVPD).

Cartesian coordinates (Å):
C 20.08396 -7.73001 19.15605
C 15.80833 -10.27214 14.93578
H 16.92680 -2.96141 15.20714
C 16.47029 -2.47702 14.34316
C 16.39011 -7.92919 22.26765
H 22.30240 -8.65016 19.89653
H 12.26040 -5.04453 11.64766
C 19.58403 -5.54616 18.06142
H 19.65686 -8.69656 19.45872
H 15.79407 -5.93923 18.31696
N 17.04454 -3.83536 20.41243
C 14.47586 -6.42563 16.79754
H 22.72982 -6.95694 19.67129
H 20.71214 -8.00985 18.29313
H 6.71966 -4.51068 19.49838
C 12.30114 -8.91748 21.11118
C 13.38281 -5.84654 13.08462
N 14.85559 -6.22706 18.09506
H 12.44802 -6.82159 22.73214
C 9.57567 -6.68640 16.46597
H 17.82476 -7.28723 20.29709
H 14.17380 0.23230 18.49879
N 14.17396 -0.44612 17.76013
C 22.14456 -7.64426 20.29274
H 15.97371 -7.11440 24.02963
H 18.91874 -4.84458 17.57573
H 16.35199 -5.93148 16.20422
C 13.87270 -1.75069 18.02738
C 13.18344 -5.32764 21.31598
O 8.45618 -5.37803 18.78476
C 15.53416 -3.51118 13.74811
N 13.22768 -5.10503 11.92991
N 15.72806 -1.32768 14.84285
O 13.52216 -2.16930 19.12963
H 18.41034 0.26779 13.12192
H 15.35677 -6.36362 14.87387
H 14.51604 -9.31792 13.61555
H 20.35169 -5.85607 17.33775
N 18.18361 -6.44642 19.85882
H 15.44388 -0.72888 14.07159
H 15.70578 -8.21622 15.13444
H 20.28572 -5.08952 18.76391
O 16.24763 -11.32971 15.35637
H 12.76737 -3.96197 19.89346
N 15.01708 -10.16349 13.80956
H 13.01990 -4.07432 23.21600
H 22.52251 -7.64801 21.31159
H 9.06184 -7.62372 16.27695
H 19.75878 -0.79029 12.52540
H 11.53532 -5.37526 13.80819
N 15.42619 -6.10888 15.86455
H 16.35547 -9.09257 16.50236
H 14.90102 -11.03879 13.33284
H 16.20745 -3.42881 20.01730
H 12.61530 -6.14411 14.96259
H 14.58410 -7.97543 23.33786
C 17.74539 -3.21057 21.40013
O 13.06620 -7.74085 21.06956
C 17.58968 -2.13937 13.35189
C 10.27535 -6.51732 17.80132
H 18.33092 -7.45561 18.03492
N 13.91098 -2.53640 16.89535
C 19.21423 -0.42461 13.40070
H 11.82172 -3.82679 22.04430
H 7.93590 -4.86032 20.64423
N 12.88375 -4.97478 19.89580
C 12.42065 -6.58776 21.65593
H 16.08575 -4.30624 13.25049
H 14.85028 -3.04872 13.02616
O 18.66195 -1.55927 14.04068
N 16.02176 -9.06098 15.55763
C 7.42981 -5.29170 19.77054
H 19.55096 -4.07209 20.76883
H 14.23418 -5.51729 21.55976
H 14.37942 -0.16073 16.82296
H 11.92130 -7.57484 17.32305
H 11.66592 -7.44464 18.86815
H 13.34774 -3.18570 21.67970
H 10.32178 -6.54046 15.67599
O 13.27153 -6.63379 16.55098
H 11.98014 -5.32499 19.59395
H 6.94027 -6.24812 19.94376
N 11.15714 -7.68055 18.01121
H 14.86324 -3.95798 14.47971
N 15.82900 -8.13270 21.03415
H 11.37095 -6.65482 21.34262
C 18.96607 -6.80331 18.63268
H 8.90916 -5.83659 16.29410
O 17.55766 -8.26462 22.51772
H 17.14737 -1.48344 12.58639
N 19.04672 -3.65861 21.52391
H 11.86197 -9.07213 22.10195
H 18.90011 -6.12146 20.50415
H 11.59895 -8.99522 20.27610
H 19.87474 0.20828 13.99171
H 8.58084 -7.45389 18.76633
O 20.82085 -7.14285 20.18646
H 17.86748 -3.03566 12.78554
O 17.35550 -2.22795 22.00978
O 14.47689 -6.38265 13.33598
H 10.75212 -5.54908 17.99040
H 14.88876 -7.73869 20.86554
H 13.91590 -5.32248 11.22903
H 9.74404 -6.58899 19.87926
H 13.77122 -3.52313 17.04335
H 17.32320 -4.73261 19.99532
H 16.27712 -0.74151 15.46383
H 14.41502 -2.22224 16.06131
H 16.17465 -8.92559 20.52503
N 15.50484 -7.59233 23.27991
H 19.45399 -3.39597 22.40380
N 12.40067 -5.84872 13.99977
H 12.94522 -9.78967 20.96266
H 14.04105 -6.05599 18.68408
C 12.89444 -4.06721 22.13273
C 9.20422 -6.56913 18.92150

Values from the calculation:
- ΔE to the lowest compared entry with this formula, charge and spin: 28.8 kcal per mole
- Electronic energy: -2507.66811 Ha
- Kohn-Sham gap: 9.40 eV
- LUMO: 0.368 eV
- Total charge: 0
- HOMO energy: -9.0 eV
- SMILES string: COC[C@H](C)N.COC[C@H](C)N.COC[C@H](C)N.COC[C@H](C)N.NC(N)=O.NC(N)=O.NC(N)=O.NC(N)=O.NC(N)=O.NC(N)=O

=====

Record 2
Entry from the Open Molecules 2025 dataset: a molecular structure, C16H38N5O6V (wB97M-V/def2-TZVPD).

Cartesian coordinates (Å):
C -5.37601 -0.18659 3.97701
H -3.93181 -0.27242 0.71001
O -0.74503 -3.79611 0.88832
H 2.35008 -6.59757 1.84102
H 3.38892 4.90697 -1.58767
O 3.82683 1.34283 -0.51589
H -1.18646 1.13341 0.67340
H -0.01327 3.57265 -0.53959
O -0.52024 -0.12588 -4.44638
C -0.75420 0.37332 0.02261
N -1.62268 1.86203 -4.10200
C -1.82469 3.09958 -3.32756
H 1.48155 -5.84944 -0.98827
N -4.47056 -0.74962 2.90113
H 2.82434 -2.23027 1.59322
O 2.66093 4.47657 1.98933
O -2.88667 -2.26082 2.19596
H 0.65442 -6.97843 0.02531
H 2.75163 -4.88283 2.25161
C 4.82437 -1.24962 0.02449
H -1.32213 3.87671 -3.90340
H -3.60735 1.86221 -4.93337
C -4.44590 0.01523 1.62710
H -2.90317 3.25566 -3.30274
H -6.41588 -0.05780 3.67669
H 0.96850 3.71019 -1.87960
V -2.39776 -2.80577 -0.00036
C 0.70485 4.26490 -0.97911
C 0.32727 -4.10722 1.35590
C -0.73753 0.92553 -3.80179
C 2.40535 -5.57054 1.48009
H 4.44659 -2.24930 -0.19001
H -0.91357 0.88112 -0.92862
H -4.85375 0.72062 4.28089
H 0.95131 3.50775 1.23640
C 1.85172 4.13193 1.12739
H 0.27983 0.52307 0.33320
H -5.37938 -0.91358 4.78915
H -2.49242 2.52081 -5.91765
H 0.17180 5.10363 -1.42688
H -5.45524 0.28846 1.31940
H -2.47813 0.82780 -5.88335
H 3.08133 -5.47262 0.63065
C -2.57019 1.68739 -5.21948
H -0.23773 -5.56528 -0.68144
C 3.07118 5.33467 -0.63677
C -3.64904 -1.82789 3.08352
N 1.10138 -5.14825 0.91759
H -3.85672 -2.31997 4.04629
H 2.43883 1.01664 0.97198
H 2.21093 -0.80890 2.28274
H -4.01069 0.96610 1.93457
H -0.24699 1.24933 -2.87081
C 0.69271 -5.92180 -0.23955
H 2.85315 6.37609 -0.87346
H 3.96863 5.36583 -0.01895
H 0.76937 -3.59774 2.22606
C 3.25326 0.66941 0.31750
N 3.61980 -0.58015 0.59657
H 3.91517 -1.21734 2.54506
H 5.30252 -0.73942 -0.81168
O -1.19275 -0.94452 0.09631
H -1.26355 3.08088 -2.39328
C 3.11105 -1.20110 1.80938
H 5.60756 -1.30383 0.78065
N 1.89432 4.60330 -0.15883

Values from the calculation:
- ΔE to the lowest compared entry with this formula, charge and spin: 0.0 kcal per mole
- Multiplicity: 4
- Electronic energy: -2301.30494 Ha
- Kohn-Sham gap (spin up / spin down): 6.27 / 6.35 eV
- <S²>: 3.756
- LUMO (spin up / spin down): -4.307 / -4.219 eV
- Total charge: +1
- HOMO energy (spin up / spin down): -10.6 / -10.6 eV

=====

What F_max values result from the calculations? In sequence: 0.0580; 0.1014 Eh/bohr.